No. 1
Below is an isolated molecule of C6H11NO at a distorted geometry, with properties calculated with ωB97M-V/def2-TZVPD.

Cartesian coordinates (Å):
C (-0.559, -0.163, -1.035)
C (-1.337, 1.132, -1.061)
C (-0.047, -1.350, 1.958)
C (1.157, 0.174, -0.398)
C (1.154, 0.681, 0.929)
C (0.335, 0.091, 1.854)
O (-0.343, -0.650, -2.338)
N (2.079, 0.077, -1.262)
H (-0.010, 0.087, -2.876)
H (-1.057, -0.957, -0.482)
H (1.857, -0.638, -1.969)
H (1.670, 1.616, 1.138)
H (0.130, 0.668, 2.756)
H (-1.679, 1.406, -0.060)
H (-0.716, 1.952, -1.437)
H (-2.205, 1.058, -1.727)
H (-1.134, -1.466, 2.011)
H (0.386, -1.768, 2.876)
H (0.319, -1.950, 1.124)

* energy relative to the best compared isomer or geometry (same formula, charge and spin): 2.895 eV
* Kohn-Sham gap: 0.3416 Eh
* net charge: 0
* HOMO: -8.72 eV
* LUMO: 0.575 eV
* E_tot: -365.12507 Eh

natural (NBO) population analysis, charges in e, atoms 1 to 4: 0.065 -0.663 -0.666 0.283



No. 2
Below is a cluster of 2 separate species, C6H11NO in total at a distorted geometry, with properties calculated with ωB97M-V/def2-TZVPD.

Cartesian coordinates (Å):
C (2.602, -0.365, 0.337)
C (1.346, 0.002, -0.411)
C (0.190, -0.909, -0.337)
C (-1.955, -0.597, 0.192)
C (-1.041, 0.343, 1.210)
C (0.249, 0.600, 0.276)
H (2.168, -1.038, 1.001)
H (3.334, -0.746, -0.336)
H (3.338, 0.294, 0.988)
H (1.421, 0.678, -1.332)
H (-0.116, -1.552, 0.715)
H (-1.698, -1.571, 0.778)
H (-3.051, -0.544, -0.195)
H (-1.247, 1.582, 1.281)
H (-0.845, -0.096, 2.142)
H (0.144, 2.405, -0.089)
H (-1.692, 1.274, -0.288)
N (-0.267, 1.491, -0.655)
O (-1.029, -0.695, -0.960)

* energy relative to the best compared isomer or geometry (same formula, charge and spin): 11.192 eV
* Kohn-Sham gap: 0.3167 Eh
* net charge: 0
* HOMO: -7.71 eV
* LUMO: 0.911 eV
* E_tot: -364.82018 Eh

natural (NBO) population analysis, charges in e, atoms 1 to 4: -0.607 -0.233 0.072 -0.168



No. 3
Below is a cluster of 2 separate species, C6H11NO in total at a distorted geometry, with properties calculated with ωB97M-V/def2-TZVPD.

Cartesian coordinates (Å):
C (-0.589, -1.378, 0.519)
C (-1.673, -0.670, 0.968)
N (-1.294, 0.674, 0.886)
C (-0.039, 0.833, 0.447)
C (0.490, -0.519, 0.325)
C (1.950, -0.761, 0.361)
C (0.698, 2.059, 0.102)
H (-0.648, -2.413, 0.177)
H (-2.701, -0.883, 1.173)
H (-2.006, 1.374, 1.004)
H (2.273, -1.516, -0.415)
H (2.356, -1.302, 1.234)
H (2.697, 0.009, 0.123)
H (0.659, 2.190, -0.995)
H (0.621, 2.896, 0.799)
H (1.778, 1.849, 0.212)
H (0.148, 0.104, -3.272)
H (0.104, -0.182, -1.765)
O (-0.060, -0.586, -2.637)

* energy relative to the best compared isomer or geometry (same formula, charge and spin): 1.509 eV
* Kohn-Sham gap: 0.3165 Eh
* net charge: 0
* HOMO: -7.79 eV
* LUMO: 0.821 eV
* E_tot: -365.17600 Eh

natural (NBO) population analysis, charges in e, atoms 1 to 4: -0.277 -0.091 -0.492 0.135



No. 4
Below is a cluster of 2 separate species, C6H11NO in total at a distorted geometry, with properties calculated with ωB97M-V/def2-TZVPD.

Cartesian coordinates (Å):
C (3.176, 0.221, -0.231)
C (-0.029, 0.666, 0.935)
C (-0.142, -0.487, 0.250)
C (0.153, 1.991, 0.414)
C (-0.310, -1.833, 0.996)
C (-0.224, -0.634, -1.319)
N (2.354, -0.546, 0.211)
O (3.939, 1.021, -0.596)
H (-0.342, 0.599, 2.005)
H (-0.547, 2.482, -0.149)
H (0.990, 1.897, -0.272)
H (0.627, 2.568, 1.175)
H (0.032, -2.719, 0.438)
H (-1.380, -1.934, 1.169)
H (0.101, -1.816, 1.958)
H (0.727, -0.478, -1.962)
H (-0.989, 0.072, -1.702)
H (-0.561, -1.665, -1.468)
H (2.120, -1.488, -0.012)

* energy relative to the best compared isomer or geometry (same formula, charge and spin): 2.279 eV
* Kohn-Sham gap: 0.3332 Eh
* net charge: 0
* HOMO: -8.35 eV
* LUMO: 0.717 eV
* E_tot: -365.14770 Eh

natural (NBO) population analysis, charges in e, atoms 1 to 4: 0.857 -0.201 0.053 -0.658



No. 5
Below is an isolated molecule of C6H11NO at a distorted geometry, with properties calculated with ωB97M-V/def2-TZVPD.

Cartesian coordinates (Å):
C (-0.456, 0.233, 0.459)
C (-0.928, 0.089, -0.955)
C (-1.589, -0.751, 0.292)
C (2.098, 0.484, 0.704)
C (-0.205, -0.673, -2.012)
C (0.890, -0.414, 0.832)
N (-0.808, 1.491, 1.143)
O (1.042, -1.581, 1.157)
H (-1.488, 0.923, -1.366)
H (-0.113, 1.795, 1.824)
H (-1.661, 1.375, 1.688)
H (-1.508, -1.820, 0.127)
H (-2.421, -0.635, 0.980)
H (2.967, 0.001, 1.157)
H (2.316, 0.661, -0.351)
H (1.937, 1.431, 1.221)
H (0.669, -0.114, -2.365)
H (0.127, -1.656, -1.669)
H (-0.868, -0.837, -2.868)

* energy relative to the best compared isomer or geometry (same formula, charge and spin): 2.080 eV
* Kohn-Sham gap: 0.3727 Eh
* net charge: 0
* HOMO: -9.18 eV
* LUMO: 0.961 eV
* E_tot: -365.15504 Eh

natural (NBO) population analysis, charges in e, atoms 1 to 4: -0.032 -0.182 -0.448 -0.722



No. 6
Below is an isolated molecule of C6H11NO, with properties calculated with ωB97M-V/def2-TZVPD.

Cartesian coordinates (Å):
C (0.273, -0.136, 1.474)
C (-1.210, -1.593, 0.106)
C (2.143, -0.004, -0.297)
N (0.110, -1.189, 0.495)
C (0.672, 0.063, 0.060)
C (-1.494, 1.386, -0.464)
C (-0.095, 1.013, -0.867)
O (-1.803, 1.957, 0.548)
H (-2.264, 1.140, -1.225)
H (-0.606, 0.374, 1.847)
H (1.037, -0.315, 2.219)
H (-1.166, -2.031, -0.892)
H (-1.940, -0.769, 0.102)
H (-1.555, -2.354, 0.807)
H (2.634, 0.940, -0.071)
H (2.269, -0.219, -1.357)
H (2.618, -0.796, 0.274)
H (-0.101, 0.586, -1.872)
H (0.479, 1.945, -0.888)

* energy relative to the best compared isomer or geometry (same formula, charge and spin): 2.112 eV
* Kohn-Sham gap: 0.3641 Eh
* net charge: 0
* HOMO: -8.94 eV
* LUMO: 0.967 eV
* E_tot: -365.15385 Eh

natural (NBO) population analysis, charges in e, atoms 1 to 4: -0.259 -0.410 -0.601 -0.414



No. 7
Below is an isolated molecule of C6H11NO at a distorted geometry, with properties calculated with ωB97M-V/def2-TZVPD.

Cartesian coordinates (Å):
C (0.297, 1.230, 0.397)
C (1.382, 0.102, -0.170)
C (-1.487, -0.065, -1.783)
C (1.880, -0.804, 0.945)
C (-1.270, -0.551, -0.373)
C (-0.979, 0.527, 0.687)
N (-1.564, 0.516, 1.834)
O (-1.645, -1.650, 0.032)
H (-2.288, -0.219, 1.822)
H (0.718, 1.681, 1.299)
H (0.157, 1.962, -0.400)
H (2.210, 0.731, -0.514)
H (1.165, -0.489, -1.064)
H (-1.242, -0.877, -2.472)
H (-2.532, 0.227, -1.903)
H (-0.849, 0.784, -2.028)
H (1.099, -1.494, 1.275)
H (2.207, -0.227, 1.815)
H (2.741, -1.386, 0.602)

* energy relative to the best compared isomer or geometry (same formula, charge and spin): 1.497 eV
* Kohn-Sham gap: 0.3656 Eh
* net charge: 0
* HOMO: -9.60 eV
* LUMO: 0.349 eV
* E_tot: -365.17646 Eh

natural (NBO) population analysis, charges in e, atoms 1 to 4: -0.459 -0.399 -0.726 -0.621



No. 8
Below is a structure of composition C6H11NO at a distorted geometry, with properties calculated with ωB97M-V/def2-TZVPD.

Cartesian coordinates (Å):
C (-0.219, -1.149, -1.170)
C (0.862, -1.121, 1.505)
C (-0.326, 2.018, -0.909)
C (-1.124, -0.364, -0.403)
C (0.967, -0.411, 0.192)
C (-0.902, 0.961, -0.031)
O (-1.983, -1.112, 0.343)
N (1.926, 0.196, -0.333)
H (-2.511, -0.523, 0.897)
H (2.816, 0.134, 0.148)
H (0.265, -0.687, -2.016)
H (-0.422, -2.213, -1.189)
H (-1.445, 1.300, 0.847)
H (0.868, -0.378, 2.305)
H (1.724, -1.781, 1.620)
H (-0.033, -1.725, 1.619)
H (-0.188, 1.669, -1.933)
H (0.685, 2.280, -0.562)
H (-0.959, 2.907, -0.932)

* energy relative to the best compared isomer or geometry (same formula, charge and spin): 4.304 eV
* Kohn-Sham gap: 0.2851 Eh
* net charge: 0
* HOMO: -7.07 eV
* LUMO: 0.694 eV
* E_tot: -365.07331 Eh

natural (NBO) population analysis, charges in e, atoms 1 to 4: -0.558 -0.726 -0.634 0.401



No. 9
Below is an isolated molecule of C6H11NO at a distorted geometry, with properties calculated with ωB97M-V/def2-TZVPD.

Cartesian coordinates (Å):
C (1.344, 1.912, 1.108)
C (-1.976, -0.855, -0.040)
N (0.472, -0.266, 0.427)
C (0.472, 1.035, 0.023)
C (-0.538, -1.193, -0.290)
C (-0.120, 1.627, -1.002)
C (-0.129, -2.276, -0.938)
O (1.767, -0.823, 0.543)
H (1.734, -1.387, 1.329)
H (1.133, 2.964, 0.945)
H (2.393, 1.693, 0.925)
H (1.083, 1.641, 2.128)
H (-2.144, -0.714, 1.028)
H (-2.277, 0.060, -0.546)
H (-2.616, -1.666, -0.384)
H (-0.620, 1.069, -1.774)
H (-0.067, 2.695, -1.119)
H (-0.825, -3.037, -1.257)
H (0.916, -2.478, -1.106)

* energy relative to the best compared isomer or geometry (same formula, charge and spin): 3.686 eV
* Kohn-Sham gap: 0.3367 Eh
* net charge: 0
* HOMO: -8.27 eV
* LUMO: 0.890 eV
* E_tot: -365.09602 Eh

natural (NBO) population analysis, charges in e, atoms 1 to 4: -0.634 -0.661 -0.198 0.195



No. 10
Below is an isolated molecule of C6H11NO at a distorted geometry, with properties calculated with ωB97M-V/def2-TZVPD.

Cartesian coordinates (Å):
C (-1.151, 1.462, -1.191)
O (-1.145, 0.799, -2.412)
C (0.301, 1.474, -0.559)
C (0.900, 0.115, -0.329)
C (-0.061, -0.690, 0.697)
C (-1.226, -1.318, 0.474)
C (1.353, -1.540, 2.260)
N (0.572, -0.596, 1.908)
H (-1.480, 2.507, -1.383)
H (-1.851, 0.924, -0.358)
H (-0.639, 0.023, -2.306)
H (0.293, 2.224, 0.276)
H (1.098, 2.142, -1.205)
H (0.971, -0.514, -1.248)
H (1.956, -0.023, 0.027)
H (-1.656, -1.372, -0.493)
H (-1.811, -1.810, 1.166)
H (2.095, -1.306, 2.984)
H (1.482, -2.501, 1.694)

* energy relative to the best compared isomer or geometry (same formula, charge and spin): 3.511 eV
* Kohn-Sham gap: 0.3623 Eh
* net charge: 0
* HOMO: -8.98 eV
* LUMO: 0.877 eV
* E_tot: -365.10244 Eh

natural (NBO) population analysis, charges in e, atoms 1 to 4: -0.064 -0.710 -0.449 -0.447